Record 1
Formula: C4H11N3O
Source: the OMol25 dataset
Level of theory: ωB97M-V/def2-TZVPD

Last column: Mulliken charge in e.
Atoms and positions in Å:
H 1.33 0.54 -0.15  0.264
N 1.33 0.53 -1.17  -0.607
C 1.46 -0.57 -1.75  0.136
C 1.96 -1.88 -1.21  -0.942
H 1.26 -0.55 -2.85  0.334
H 2.98 -2.05 -1.56  0.290
H 1.93 -1.89 -0.13  0.254
H 1.35 -2.69 -1.60  0.286
C -1.11 1.90 0.23  -0.913
N -1.19 0.62 0.89  0.335
N -0.03 0.19 1.59  -0.677
C -2.31 -0.15 0.97  0.178
O -2.41 -1.09 1.74  -0.594
H -0.54 1.78 -0.69  0.387
H -0.63 2.66 0.85  0.278
H -2.11 2.24 -0.02  0.305
H 0.17 0.80 2.38  0.219
H -0.25 -0.75 1.93  0.245
H -3.19 0.37 0.56  0.223

spin multiplicity	1
SMILES	[H]/N=C\C.CN(N)C=O
strongest force on any atom	0.0519	Eh/bohr
LUMO energy	0.88	eV
frontier orbital gap	9.69	eV
relative energy (zero: lowest compared OMol25 entry of this formula, charge and spin)	252.0	kJ/mol

***

Record 2
Formula: C4H11N3O
Source: the OMol25 dataset
Level of theory: ωB97M-V/def2-TZVPD

Last column: Mulliken charge in e.
Atoms and positions in Å:
C -2.29 0.19 0.13  -0.999
C -1.08 1.07 -0.16  0.275
O -1.28 2.22 -0.58  -0.578
N 0.18 0.45 -0.56  0.403
N 0.49 0.14 -1.92  -0.754
C 0.61 -0.35 0.54  0.428
C 1.90 0.15 1.17  -1.567
N 0.60 -1.72 0.23  -0.521
H -2.10 -0.88 0.13  0.335
H -3.07 0.39 -0.62  0.344
H -2.68 0.51 1.10  0.312
H -0.40 0.03 -2.40  0.244
H 0.84 1.01 -2.32  0.280
H -0.32 0.12 1.27  0.150
H 2.74 -0.01 0.49  0.357
H 1.81 1.22 1.38  0.362
H 2.11 -0.38 2.10  0.399
H 1.24 -2.29 0.77  0.252
H 0.71 -1.87 -0.76  0.276

spin multiplicity	1
SMILES	CC(=O)N(N)[C@H](C)N
strongest force on any atom	0.1105	Eh/bohr
LUMO energy	0.90	eV
frontier orbital gap	9.82	eV
relative energy (zero: lowest compared OMol25 entry of this formula, charge and spin)	319.4	kJ/mol